The following is a quantum chemistry calculation of a 2-piece molecular cluster, CH7NOS overall, from OMol25.

As for the HOMO-LUMO gap (spin up / spin down): 2.113 / 9.147 eV. As for the energy above the lowest of the compared OMol25 structures with the same formula, charge and spin: 5.9 kcal/mol. Its lowest unoccupied orbital energy (spin up / spin down) is 0.1234 / 0.1177 hartree. The total energy comes out at -15521.7889 eV.

Structure (ORCA input):
```
! RIJCOSX wB97M-V def2-TZVPD def2/J DEFGRID3
* xyz -1 2
S 2.9922 1.9909 1.3134
H 2.3766 3.1499 1.5798
H 1.8602 1.3678 0.9370
N -1.8008 -0.9073 -0.8720
C -0.4944 -0.9833 -0.2578
O 0.1001 0.2832 -0.1505
H -2.0178 -1.8435 -1.2287
H -2.5415 -0.7132 -0.2054
H -0.4962 -1.3885 0.7498
H 0.0824 -1.6845 -0.8670
H -0.0608 0.7285 -0.9986
*
```

The following is a quantum chemistry calculation of one molecule with the formula C10H9FINO in a non-equilibrium geometry, from OMol25.

As for the HOMO-LUMO gap: 8.835 eV. As for the structure (SMILES): OCCC1=C(I)[C@@]2(C=CC=C2F)N=C1. As for the energy above the lowest of the compared OMol25 structures with the same formula, charge and spin: 40.1 kcal/mol. Its lowest unoccupied orbital energy is 0.0060 hartree. The total energy comes out at -24868.1403 eV.

Structure (ORCA input):
```
! RIJCOSX wB97M-V def2-TZVPD def2/J DEFGRID3
* xyz 0 1
C 2.8394 1.9412 -0.9383
C 1.9038 1.1056 -1.3669
C 2.6106 2.2668 0.4993
C -1.2343 0.9140 -0.4877
C -0.9821 -0.4736 -0.5017
C 1.6514 1.5105 0.9844
C 0.9010 0.8340 -0.1898
C 0.3726 -0.5711 -0.2946
C -1.8325 -1.6510 -0.5915
C -2.1958 -2.2814 0.8161
N -0.2189 1.6402 -0.3484
O -2.5553 -1.3754 1.7830
F 0.9475 1.4226 2.1159
I 1.5337 -2.2567 0.1066
H 3.7553 2.3264 -1.5222
H 1.8034 0.6404 -2.3601
H 3.2741 2.8534 1.0404
H -2.1879 1.3943 -0.5028
H -1.4161 -2.4606 -1.1431
H -2.8111 -1.3498 -1.1232
H -1.2343 -2.6817 1.0764
H -3.0405 -2.9584 0.7206
H -1.8841 -0.7899 2.2277
*
```